{
  "formula": "C23H48NNdO2P3",
  "method": "wB97M-V/def2-TZVPD",
  "homo_energy_ha": [-0.5686, -0.5686],
  "max_force_ev_per_a": 1.7,
  "charge": 3,
  "de_lowest_kj_mol": 0.0,
  "multiplicity": 4,
  "orbital_gap_ha": [0.203, 0.220],
  "symbols": ["Nd", "P", "P", "P", "H", "C", "C", "H", "C", "C", "C", "C", "C", "C", "C", "C", "C", "H", "H", "H", "H", "H", "H", "H", "H", "H", "H", "H", "H", "H", "H", "H", "H", "H", "H", "H", "H", "H", "H", "H", "H", "H", "H", "H", "H", "H", "C", "C", "C", "C", "C", "C", "O", "H", "H", "H", "H", "H", "H", "O", "C", "C", "C", "C", "C", "C", "N", "H", "H", "H", "H", "H", "H", "H", "H", "H", "H", "H"],
  "xyz": [[0.28842, -0.23284, -0.16973], [-1.34523, 2.08592, 0.74600], [-1.13839, -1.72237, 2.02537], [-2.29163, 0.10253, -1.67327], [2.04846, -0.50694, -2.25015], [1.33523, 0.16747, -2.74842], [1.24956, 1.49491, -2.45902], [1.89625, 1.97688, -1.72367], [-0.40791, 3.22504, 1.83599], [-2.83896, 1.91150, 1.79092], [-1.90843, 3.34364, -0.45669], [-0.50999, -3.45018, 1.79490], [-0.92661, -1.53106, 3.83434], [-2.95316, -1.95975, 2.02554], [-2.34922, 1.06299, -3.24223], [-4.03602, 0.24785, -1.10202], [-2.36426, -1.58524, -2.33601], [0.87457, -0.28466, -3.62752], [0.62890, 2.17203, -3.04468], [0.26028, 3.84669, 1.22139], [0.16724, 2.65874, 2.58251], [-1.12603, 3.87577, 2.35860], [-2.61398, 1.24929, 2.63630], [-3.69030, 1.51941, 1.22674], [-3.09115, 2.90654, 2.17888], [-1.03320, 3.75228, -0.97506], [-2.40367, 4.15417, 0.09284], [-2.61226, 2.94420, -1.19298], [-0.82128, -4.11777, 2.61731], [0.59330, -3.42463, 1.75154], [-0.89248, -3.85702, 0.84485], [-1.13219, -2.50337, 4.30574], [-1.62385, -0.76894, 4.20933], [0.09049, -1.21476, 4.10015], [-3.20396, -2.77040, 2.72472], [-3.32462, -2.21056, 1.02373], [-3.43130, -1.02445, 2.35070], [-3.02644, 0.56784, -3.95481], [-1.34422, 1.12317, -3.68017], [-2.70911, 2.08079, -3.04561], [-4.70150, -0.24556, -1.82257], [-4.34319, 1.29503, -1.00640], [-4.16514, -0.24033, -0.13036], [-3.14502, -1.56472, -3.10327], [-2.62185, -2.28982, -1.53700], [-1.41707, -1.90118, -2.78343], [0.19725, -4.12345, -2.80908], [0.53193, -5.39937, -2.30861], [0.43803, -6.49893, -3.18120], [-0.03495, -6.34768, -4.49726], [-0.47368, -5.09176, -4.92796], [-0.33191, -3.96540, -4.08947], [0.47319, -2.95358, -2.08285], [1.05249, -3.20222, -1.33380], [0.88516, -5.50732, -1.27706], [0.74524, -7.48257, -2.82668], [-0.04576, -7.20363, -5.18402], [-0.90021, -4.97370, -5.93036], [-0.59096, -2.97208, -4.46712], [1.88930, 0.91324, 0.79561], [2.78747, 1.67088, 1.34002], [3.17077, 2.97508, 0.72948], [2.97828, 4.17545, 1.66357], [4.16600, 4.34605, 2.60699], [4.27809, 3.24739, 3.65436], [4.57079, 1.86768, 3.09752], [3.41922, 1.22680, 2.42263], [4.23999, 2.90084, 0.46583], [2.60865, 3.10356, -0.20863], [2.89327, 5.09007, 1.05730], [2.04952, 4.08611, 2.24042], [5.09882, 4.40665, 2.02936], [4.07730, 5.29805, 3.14009], [5.10224, 3.49055, 4.33527], [3.37955, 3.19059, 4.27692], [5.44113, 1.90080, 2.42255], [4.82953, 1.19867, 3.92308], [3.18523, 0.27509, 2.70981]],
  "forces_ev_per_angstrom": [[-0.93, 0.35, -0.08], [-0.07, 1.10, 0.68], [-0.46, -1.13, 0.76], [-0.74, -0.20, -0.81], [-0.01, 0.30, -0.05], [0.32, 1.28, -0.18], [0.32, -1.18, -0.58], [-0.24, -0.30, 0.01], [0.16, -0.11, 0.09], [-0.04, -0.44, -0.01], [0.03, -0.14, -0.31], [0.15, 0.18, -0.37], [0.48, 0.48, 0.10], [-0.10, 0.20, -0.45], [0.25, 0.17, 0.13], [0.07, 0.15, 0.33], [0.15, -0.21, -0.09], [-0.24, 0.15, 0.32], [0.04, -0.24, 0.07], [-0.18, -0.24, 0.29], [-0.09, 0.27, -0.15], [0.35, -0.13, -0.17], [-0.17, 0.15, -0.12], [0.17, 0.03, 0.20], [0.01, -0.26, -0.12], [-0.22, -0.01, -0.02], [0.13, -0.16, -0.09], [0.16, 0.14, 0.19], [0.10, 0.36, -0.32], [-0.35, -0.20, 0.09], [0.15, 0.05, 0.26], [-0.03, 0.37, -0.10], [0.17, -0.26, -0.05], [-0.23, -0.15, 0.00], [0.04, 0.26, -0.20], [0.03, -0.03, 0.26], [0.06, -0.34, -0.04], [0.19, 0.18, 0.27], [-0.34, 0.00, -0.02], [0.11, -0.27, -0.20], [0.25, 0.14, 0.07], [0.06, -0.18, -0.02], [-0.01, 0.05, -0.17], [0.08, -0.35, 0.13], [-0.03, -0.02, -0.23], [-0.30, 0.09, 0.08], [0.05, -1.22, -0.76], [-0.22, 0.56, -0.71], [-0.11, 0.36, 0.02], [0.03, 0.22, 0.33], [0.19, 0.14, 0.37], [0.05, -0.39, -0.12], [0.49, 0.57, 1.55], [-0.29, -0.35, -0.77], [-0.01, -0.08, -0.39], [-0.09, 0.27, -0.09], [-0.12, 0.41, 0.43], [0.27, 0.01, 0.44], [0.12, -0.35, 0.12], [0.08, -0.03, 0.17], [0.91, -0.70, 0.93], [-0.17, -0.01, -0.48], [0.27, 0.60, 0.17], [-0.04, 0.23, 0.35], [0.14, 0.02, 0.16], [0.38, -0.08, 0.28], [-0.64, 0.02, -1.22], [-0.26, 0.03, -0.02], [0.18, -0.09, 0.42], [-0.03, -0.38, 0.05], [0.26, 0.02, -0.12], [-0.16, -0.01, 0.05], [-0.04, -0.08, -0.17], [-0.12, -0.06, -0.12], [-0.01, 0.10, -0.05], [-0.35, -0.12, 0.02], [-0.04, 0.04, -0.21], [0.03, 0.45, -0.03]],
  "lowdin_charge": [1.48, 0.69, 0.69, 0.69, 0.06, -0.13, -0.05, 0.04, -0.27, -0.24, -0.25, -0.27, -0.26, -0.26, -0.23, -0.24, -0.28, 0.09, 0.08, 0.04, 0.05, 0.07, 0.04, 0.03, 0.07, 0.06, 0.08, 0.01, 0.07, 0.04, 0.05, 0.07, 0.06, 0.05, 0.08, 0.04, 0.04, 0.08, 0.03, 0.05, 0.08, 0.05, 0.03, 0.07, 0.06, 0.00, -0.31, -0.02, -0.05, -0.06, -0.05, -0.03, -0.09, 0.09, 0.11, 0.12, 0.12, 0.12, 0.11, -0.30, -0.37, -0.08, -0.17, -0.19, -0.17, -0.13, 0.14, 0.15, 0.11, 0.14, 0.09, 0.13, 0.13, 0.14, 0.13, 0.15, 0.14, 0.17]
}

***

{
  "formula": "C6H4N2",
  "method": "wB97M-V/def2-TZVPD",
  "homo_energy_ha": -0.3497,
  "smiles": "C=C1C=NC=C1C#N",
  "max_force_ev_per_a": 7.5,
  "de_lowest_kj_mol": 371.7,
  "orbital_gap_ha": 0.297,
  "symbols": ["C", "C", "C", "C", "C", "C", "H", "H", "H", "H", "N", "N"],
  "xyz": [[0.95125, 1.77497, -0.02513], [0.39318, 0.46858, -0.31702], [1.33572, -0.68849, -0.22595], [-0.54000, -1.63305, 0.06661], [-0.92109, -0.37123, -0.05229], [-2.21765, 0.06548, -0.02447], [1.93662, 2.14937, 0.41670], [0.31405, 2.81754, -0.02333], [2.47776, -0.39623, 0.21871], [-1.17246, -2.61775, 0.32067], [0.80245, -1.78342, -0.17538], [-3.35981, 0.21423, -0.17913]],
  "forces_ev_per_angstrom": [[-3.50, 0.39, 0.08], [1.76, 1.86, 2.75], [4.54, 5.75, 1.59], [-1.71, -3.17, -0.35], [2.17, 2.78, -0.79], [-3.55, 0.42, -0.70], [-0.74, -1.81, -1.40], [0.88, -3.10, -0.08], [-2.75, -1.28, -2.20], [1.37, 2.73, -0.69], [0.31, -4.83, 1.27], [1.22, 0.27, 0.53]],
  "lowdin_charge": [0.10, -0.14, -0.21, -0.08, -0.22, -0.21, 0.08, 0.11, 0.18, 0.18, 0.05, 0.16]
}

***

{
  "formula": "C22H23BrN4O3STl",
  "method": "wB97M-V/def2-TZVPD",
  "homo_energy_ha": -0.1260,
  "max_force_ev_per_a": 0.6,
  "charge": -1,
  "de_lowest_kj_mol": 9.4,
  "orbital_gap_ha": 0.213,
  "symbols": ["Tl", "N", "C", "O", "C", "C", "H", "H", "H", "H", "H", "H", "Br", "C", "C", "C", "C", "C", "C", "N", "N", "C", "C", "C", "C", "O", "C", "N", "C", "C", "C", "C", "H", "H", "H", "H", "H", "H", "H", "H", "H", "O", "S", "C", "C", "C", "C", "H", "H", "H", "H", "H", "H", "H", "H"],
  "xyz": [[-1.39501, -0.87330, 0.67947], [-1.80359, -3.19393, 4.54226], [-1.15755, -2.96288, 3.35922], [-0.33892, -2.05429, 3.27723], [-1.53211, -3.86753, 2.20545], [-2.34886, -3.12507, 1.11457], [-1.68957, -2.52783, 5.28522], [-2.53393, -3.87350, 4.60536], [-2.05654, -4.74472, 2.60843], [-0.59068, -4.20987, 1.77337], [-3.37999, -2.99130, 1.46964], [-2.39305, -3.77650, 0.23453], [4.48918, 4.95061, 0.47173], [4.59236, 3.42159, -0.65695], [3.51024, 3.07704, -1.44813], [3.59794, 1.97487, -2.28685], [4.77654, 1.22492, -2.37439], [5.84932, 1.59711, -1.55989], [5.76025, 2.68046, -0.69539], [5.01557, 0.26100, -3.38924], [4.11614, -0.50650, -3.85315], [2.95412, -0.87034, -3.18755], [1.88802, -1.21090, -4.04430], [0.60107, -1.40858, -3.61041], [0.26267, -1.33491, -2.22585], [-0.90236, -1.41327, -1.81131], [1.41265, -1.20111, -1.29185], [1.13092, -1.31899, 0.02026], [2.10315, -1.29916, 0.90296], [3.44686, -1.21939, 0.52464], [3.75387, -1.06354, -0.79952], [2.72482, -0.98867, -1.76436], [2.59830, 3.65583, -1.40054], [2.75236, 1.70193, -2.90348], [6.76506, 1.01669, -1.62108], [6.59687, 2.95401, -0.06299], [2.11820, -1.22284, -5.10735], [-0.20330, -1.60882, -4.30921], [1.80494, -1.37295, 1.94683], [4.22677, -1.29501, 1.27144], [4.78513, -1.02187, -1.11205], [-2.98773, 2.79332, 2.41193], [-3.38114, 2.28672, 1.05525], [-4.77573, 3.38136, 0.53238], [-6.07124, 2.57071, 0.51541], [-5.89649, 1.50511, 1.59371], [-4.52961, 0.89689, 1.31617], [-4.52705, 3.83358, -0.42987], [-4.77302, 4.14973, 1.30775], [-6.20144, 2.08648, -0.45732], [-6.94719, 3.19846, 0.69739], [-6.69388, 0.75986, 1.57215], [-5.88893, 1.97218, 2.58351], [-4.52027, 0.30147, 0.39589], [-4.11414, 0.30561, 2.12890]],
  "forces_ev_per_angstrom": [[-0.25, -0.12, 0.04], [0.08, 0.00, -0.08], [0.10, 0.25, -0.03], [-0.16, -0.20, -0.11], [-0.25, 0.19, -0.15], [0.48, -0.09, 0.32], [0.04, 0.04, 0.01], [-0.12, -0.08, -0.04], [0.06, -0.11, 0.03], [0.04, -0.02, -0.01], [0.01, 0.07, -0.01], [0.02, 0.18, -0.02], [-0.01, -0.06, -0.01], [0.08, 0.00, 0.00], [-0.04, -0.18, -0.08], [0.01, 0.08, -0.07], [-0.02, -0.04, 0.23], [0.02, -0.09, 0.01], [0.07, -0.10, -0.03], [-0.40, 0.04, -0.25], [0.21, -0.13, 0.56], [-0.12, 0.08, -0.14], [0.21, 0.21, 0.09], [0.07, -0.03, -0.03], [0.50, 0.06, -0.18], [-0.47, -0.11, 0.31], [-0.06, 0.08, -0.15], [-0.05, -0.13, -0.10], [-0.10, -0.05, 0.22], [0.04, -0.01, 0.03], [-0.10, 0.08, -0.12], [0.19, -0.06, -0.19], [-0.02, 0.00, -0.03], [-0.05, 0.03, 0.02], [-0.04, 0.10, -0.01], [-0.04, -0.03, -0.07], [-0.02, -0.03, 0.10], [0.05, 0.02, 0.05], [0.03, -0.03, -0.10], [-0.02, 0.05, 0.00], [0.10, 0.05, -0.06], [-0.20, -0.15, -0.35], [0.08, 0.28, 0.40], [0.02, -0.03, -0.15], [0.02, 0.02, 0.11], [0.03, -0.01, -0.02], [-0.08, 0.01, -0.03], [-0.03, -0.01, 0.09], [-0.01, -0.03, -0.04], [-0.01, 0.04, 0.04], [0.06, 0.01, -0.06], [0.04, -0.02, 0.02], [-0.02, -0.04, -0.05], [0.00, 0.03, 0.10], [0.06, -0.03, -0.03]],
  "lowdin_charge": [0.84, 0.15, -0.57, -0.04, -0.26, -0.33, 0.10, 0.08, 0.08, 0.11, 0.00, 0.01, 0.69, -0.71, -0.12, -0.02, -0.31, -0.05, -0.14, 0.02, 0.03, -0.28, -0.05, -0.03, -0.40, -0.14, -0.14, 0.03, -0.14, -0.05, -0.02, -0.10, 0.10, 0.12, 0.11, 0.09, 0.10, 0.10, 0.10, 0.10, 0.10, -0.56, 0.82, -0.32, -0.25, -0.25, -0.37, 0.08, 0.09, 0.11, 0.11, 0.11, 0.11, 0.08, 0.08]
}

***

{
  "formula": "C9H25F3GaO9P2",
  "method": "wB97M-V/def2-TZVPD",
  "homo_energy_ha": -0.1838,
  "max_force_ev_per_a": 1.9,
  "charge": -1,
  "orbital_gap_ha": 0.264,
  "symbols": ["O", "C", "C", "Ga", "C", "F", "F", "F", "H", "H", "H", "H", "H", "H", "H", "C", "O", "P", "O", "O", "C", "O", "C", "H", "H", "H", "H", "H", "H", "H", "H", "H", "C", "O", "P", "O", "O", "C", "O", "C", "H", "H", "H", "H", "H", "H", "H", "H", "H"],
  "xyz": [[1.93413, -0.50200, 7.10629], [2.67789, -0.12203, 5.92726], [3.66475, 0.97592, 6.29193], [4.45653, 2.14211, 4.77668], [1.62587, 0.27532, 4.89998], [0.64064, -0.64995, 4.87549], [1.02383, 1.39342, 5.24500], [2.05815, 0.34292, 3.67374], [1.60189, 0.33032, 7.46585], [3.17140, -1.02516, 5.59550], [3.25939, 1.61934, 7.06829], [4.51033, 0.46104, 6.74166], [3.28654, 2.65680, 3.78154], [5.52465, 1.34218, 3.87556], [5.15905, 3.43133, 5.44648], [-2.96892, -2.09877, 1.62797], [-2.62400, -0.72262, 1.82810], [-2.29708, 0.14750, 0.54913], [-1.67787, -0.58107, -0.56520], [-1.45742, 1.34626, 1.12980], [-0.16973, 1.02896, 1.70179], [-3.68728, 0.82536, 0.20842], [-3.74923, 1.63207, -0.97277], [-2.06212, -2.68656, 1.49629], [-3.49331, -2.44146, 2.51631], [-3.61554, -2.22280, 0.75948], [0.40305, 0.39134, 1.02856], [-0.30387, 0.52992, 2.65836], [0.37035, 1.95752, 1.85823], [-4.02731, 1.01188, -1.82465], [-2.79546, 2.12008, -1.17419], [-4.50958, 2.39401, -0.81905], [-2.44416, -1.32055, -6.93039], [-1.70972, -0.52792, -5.99181], [-0.23782, -1.00006, -5.63139], [-0.02422, -2.44875, -5.66618], [0.04347, -0.29549, -4.25067], [-0.75933, -0.71204, -3.12016], [0.65495, -0.16454, -6.63863], [2.06383, -0.42206, -6.63119], [-2.87364, -2.18332, -6.42333], [-3.24482, -0.70361, -7.33200], [-1.80770, -1.65753, -7.74795], [-0.78415, -1.79905, -3.05068], [-1.76988, -0.32317, -3.22410], [-0.31453, -0.30974, -2.22584], [2.29317, -1.21679, -7.33997], [2.41204, -0.70833, -5.63910], [2.57278, 0.48976, -6.93445]],
  "forces_ev_per_angstrom": [[-0.18, -0.24, -0.11], [-0.14, 0.85, 1.23], [0.45, -0.39, -1.02], [-0.04, 0.34, -0.26], [0.15, -1.34, 1.33], [-0.64, -0.74, -0.14], [-0.48, 1.48, 0.12], [0.74, 0.33, -1.49], [0.12, -0.15, 0.08], [0.10, -0.15, -0.29], [-0.34, 0.17, 0.00], [0.18, 0.01, 0.18], [0.01, 0.05, 0.11], [0.04, -0.18, 0.10], [0.03, -0.06, 0.13], [0.02, -0.19, 0.04], [-0.16, 0.01, -0.14], [0.25, 0.16, 0.23], [-0.25, -0.11, 0.26], [-0.19, -0.08, -0.03], [0.32, -0.03, 0.14], [0.03, 0.08, 0.06], [-0.05, 0.02, -0.20], [-0.01, 0.01, -0.06], [0.02, 0.12, 0.05], [0.02, 0.01, -0.01], [-0.04, 0.00, -0.02], [-0.06, -0.01, -0.03], [-0.11, 0.06, -0.03], [0.05, -0.01, 0.00], [0.00, -0.01, 0.01], [-0.01, -0.04, 0.10], [-0.14, -0.08, -0.04], [0.08, 0.03, -0.12], [0.09, 0.08, 0.32], [-0.07, -0.11, -0.12], [-0.17, 0.02, -0.27], [0.08, -0.11, -0.08], [-0.04, 0.10, 0.08], [0.19, -0.08, -0.09], [0.06, -0.04, -0.04], [0.05, 0.09, 0.07], [0.00, -0.02, 0.02], [0.02, 0.01, -0.02], [0.01, 0.02, -0.03], [0.16, 0.11, -0.05], [-0.02, -0.04, 0.05], [-0.02, 0.00, 0.00], [-0.10, 0.05, 0.00]],
  "lowdin_charge": [-0.05, -0.35, -0.30, 0.20, -0.70, 0.10, 0.15, 0.13, 0.08, 0.15, 0.04, 0.03, -0.14, -0.16, -0.16, -0.09, -0.20, 0.34, -0.23, -0.20, -0.07, -0.20, -0.09, 0.09, 0.09, 0.09, 0.09, 0.07, 0.10, 0.09, 0.09, 0.09, -0.10, -0.21, 0.32, -0.23, -0.20, -0.09, -0.21, -0.10, 0.09, 0.08, 0.09, 0.09, 0.08, 0.06, 0.09, 0.09, 0.09]
}

***

{
  "formula": "C6H10O3S",
  "method": "wB97M-V/def2-TZVPD",
  "homo_energy_ha": -0.3454,
  "max_force_ev_per_a": 4.7,
  "de_lowest_kj_mol": 164.1,
  "orbital_gap_ha": 0.359,
  "symbols": ["C", "C", "C", "C", "C", "C", "O", "O", "O", "S", "H", "H", "H", "H", "H", "H", "H", "H", "H", "H"],
  "xyz": [[-0.23234, 1.13520, 1.36401], [-1.05846, 1.19787, 0.03893], [-1.74479, -0.17955, -0.22105], [-0.87305, -1.29905, -0.80016], [0.49951, -1.49133, -0.19237], [1.68964, -0.56755, -0.61395], [1.89483, 2.25742, 0.62159], [2.35102, -0.07061, 0.41937], [1.99764, -0.42669, -1.77235], [1.35216, 1.10590, 1.57648], [-1.86340, 1.96440, 0.13446], [-0.38848, 1.58022, -0.76406], [-2.20128, -0.46177, 0.75892], [-2.38525, -0.02355, -1.00788], [-1.19489, -2.30305, -0.61171], [-0.72293, -1.30109, -1.88991], [0.33868, -1.35151, 0.94753], [0.87482, -2.43974, -0.30251], [-0.82461, 0.76795, 2.27061], [2.49117, 1.90652, 0.04405]],
  "forces_ev_per_angstrom": [[-1.56, -0.56, 0.25], [0.88, 0.45, 0.79], [2.24, -0.08, 1.30], [1.76, -0.66, -0.39], [0.13, 3.74, 2.87], [-1.55, -1.10, 0.12], [-2.62, 2.30, 2.09], [0.56, 0.45, -0.01], [0.16, 0.25, 0.24], [-0.99, -0.30, 0.50], [0.57, -0.51, 0.14], [-0.48, -0.57, 0.29], [-0.06, -0.03, -1.05], [-2.50, 0.53, -1.22], [-1.61, -0.35, 0.12], [-0.42, 0.64, 0.13], [0.54, -0.41, -1.66], [0.74, -2.47, -0.53], [1.21, 0.40, -1.20], [2.99, -1.70, -2.77]],
  "lowdin_charge": [-0.40, -0.20, -0.18, -0.20, -0.12, -0.59, -0.25, -0.24, 0.10, 1.10, 0.11, 0.12, 0.13, 0.07, 0.10, 0.12, 0.13, 0.09, 0.10, 0.01]
}